Record 1
DFT (ωB97M-V/def2-TZVPD) results for the molecule C6H11NO.

Its spin multiplicity is 1. The calculation puts the LUMO energy at 0.83 eV. As for the total charge: 0. The SMILES is C=C(C)C[C@H](N)C=O. For the HOMO energy, the calculation gives -9.225 eV. The value obtained for the energy above the lowest of the compared OMol25 structures with the same formula, charge and spin is 189.2 kJ/mol.

CARTESIAN COORDINATES (ANGSTROEM)
O  2.709  -1.479  0.042
N  1.358  0.852  -1.290
C  1.562  -1.425  -0.315
C  0.810  -0.109  -0.357
C  -1.121  1.742  1.145
C  -1.593  0.476  0.478
C  -0.706  -0.333  -0.456
C  -2.791  -0.024  0.783
H  0.734  1.177  -2.008
H  1.004  0.299  0.634
H  -3.188  -0.914  0.303
H  -1.017  -0.145  -1.498
H  -0.917  -1.395  -0.389
H  2.231  0.567  -1.706
H  1.090  -2.390  -0.591
H  -0.050  1.694  1.366
H  -1.649  1.825  2.094
H  -1.264  2.655  0.581
H  -3.429  0.478  1.487

These are the Löwdin partial charges, in e, on atoms 1 to 2: 0.06 0.07

Record 2
DFT (ωB97M-V/def2-TZVPD) results for a structure of composition C28H55B2N7RhSbSi.

Its spin multiplicity is 5. The calculation puts the LUMO energy (spin up / spin down) at 0.28 / -3.44 eV. As for the total charge: 0. For the HOMO energy (spin up / spin down), the calculation gives -5.844 / -8.045 eV.

CARTESIAN COORDINATES (ANGSTROEM)
Sb  -0.976  -2.055  -2.266
Rh  0.542  0.764  0.317
Si  0.098  2.520  2.076
N  3.164  -0.748  1.048
N  3.612  1.554  0.010
N  1.857  -0.782  1.310
N  -1.237  -0.367  0.147
N  1.806  -0.038  -1.641
N  2.424  2.111  -0.247
N  3.093  -0.312  -1.416
C  1.654  -1.696  2.251
C  1.211  -3.669  -0.779
C  -1.016  4.043  -0.060
C  -2.266  -0.514  0.686
C  -1.260  -2.252  -5.348
C  -3.850  -3.332  -2.777
C  -1.110  0.554  3.880
C  1.122  1.398  4.501
C  -0.231  1.794  3.920
C  -1.601  4.956  2.173
C  2.826  -0.340  -3.606
C  3.731  -0.498  -2.579
C  -0.882  2.837  4.821
C  -0.300  -3.551  -0.767
C  1.626  -0.041  -2.957
C  4.569  2.493  -0.043
C  3.803  -1.630  1.829
C  2.624  3.398  -0.473
C  -2.698  2.885  1.318
C  -0.988  -4.893  -0.916
C  2.871  -2.265  2.622
C  0.633  -3.616  -4.495
C  -3.184  -2.206  -2.008
C  -3.806  -0.870  -2.371
C  3.978  3.699  -0.348
C  -1.390  3.668  1.374
C  1.538  3.786  2.449
C  -0.787  -3.160  -4.228
B  3.805  0.034  -0.095
B  -3.636  -0.733  1.339
H  -2.225  -1.800  -5.129
H  -1.353  -2.818  -6.277
H  -3.423  -4.301  -2.529
H  2.500  3.280  2.450
H  -1.864  4.510  -0.562
H  -0.343  3.779  4.797
H  -1.914  3.014  4.531
H  -0.670  -0.196  3.228
H  4.956  -0.239  -0.162
H  -3.298  -2.365  -0.933
H  1.572  -4.138  -1.691
H  -4.909  -3.364  -2.516
H  -3.774  -3.177  -3.853
H  -4.876  -0.893  -2.171
H  -3.738  -0.034  2.307
H  -0.854  -5.310  -1.914
H  5.600  2.248  0.106
H  -0.537  -1.454  -5.513
H  4.447  4.655  -0.461
H  -3.006  2.531  2.298
H  -1.212  0.135  4.881
H  -2.051  -4.806  -0.707
H  0.995  1.035  5.521
H  3.050  -3.024  3.355
H  -0.187  4.746  -0.076
H  1.545  -4.276  0.064
H  -1.451  -4.021  -4.131
H  1.591  4.562  1.692
H  4.780  -0.715  -2.605
H  -2.267  5.627  1.626
H  1.808  2.237  4.536
H  -2.104  0.776  3.509
H  -3.370  -0.069  -1.780
H  -0.666  5.484  2.338
H  -0.886  2.482  5.853
H  0.963  -4.357  -3.771
H  1.671  -2.688  -0.688
H  4.865  -1.753  1.770
H  -3.500  3.510  0.922
H  1.429  4.273  3.415
H  -2.060  4.759  3.138
H  1.812  4.037  -0.750
H  0.676  0.208  -3.395
H  -3.736  -1.894  1.607
H  -4.455  -0.383  0.531
H  3.012  -0.420  -4.659
H  1.321  -2.772  -4.467
H  -3.668  -0.635  -3.424
H  0.694  -4.065  -5.488
H  1.564  0.603  3.904
H  -0.727  3.147  -0.625
H  -2.593  2.022  0.666
H  0.667  -1.924  2.609
H  -0.567  -5.603  -0.203
H  -0.602  -3.088  0.173

These are the Löwdin partial charges, in e, on atoms 1 to 2: 1.74 0.79

Record 3
DFT (ωB97M-V/def2-TZVPD) results for the molecule C4H6O2.

Its spin multiplicity is 1. The calculation puts the LUMO energy at 0.98 eV. As for the total charge: 0. The SMILES is C1OCC12CO2. For the HOMO energy, the calculation gives -9.927 eV. The value obtained for the energy above the lowest of the compared OMol25 structures with the same formula, charge and spin is 310.1 kJ/mol.

CARTESIAN COORDINATES (ANGSTROEM)
O  1.160  -0.645  0.979
O  -1.857  -0.007  -0.165
C  -0.920  -1.042  -0.504
C  1.652  0.245  -0.019
C  -0.825  0.856  0.328
C  0.245  -0.162  0.024
H  -1.059  -1.908  0.158
H  -1.026  -1.370  -1.547
H  2.410  -0.099  -0.718
H  -0.895  1.149  1.382
H  1.847  1.243  0.396
H  -0.730  1.739  -0.315

These are the Löwdin partial charges, in e, on atoms 1 to 2: 0.00 -0.10

Record 4
DFT (ωB97M-V/def2-TZVPD) results for a structure of composition C22H21CrIN2.

Its spin multiplicity is 5. The calculation puts the LUMO energy (spin up / spin down) at -0.83 / -2.59 eV. As for the total charge: 0. For the HOMO energy (spin up / spin down), the calculation gives -7.466 / -7.557 eV.

CARTESIAN COORDINATES (ANGSTROEM)
I  -3.514  -2.011  -0.983
Cr  -1.275  -0.739  0.075
N  -0.199  -1.545  -1.644
N  -1.521  0.779  -1.487
C  0.855  0.214  4.857
C  0.975  0.443  2.375
C  -0.965  0.482  -2.686
C  0.889  -2.548  -3.994
C  -1.758  2.566  -3.603
C  -2.178  1.934  -1.336
C  2.973  1.602  1.533
C  2.225  1.116  2.600
C  -0.845  -2.225  1.418
C  -2.325  2.857  -2.364
C  2.529  1.446  0.235
C  2.061  0.858  5.017
C  -0.269  -0.816  -2.783
C  -2.380  0.071  1.597
C  0.389  -2.747  -1.665
C  0.274  -1.302  -3.977
C  0.323  0.008  3.584
C  2.743  1.309  3.899
C  1.331  0.797  -0.033
C  0.508  0.270  0.974
C  -1.070  1.369  -3.763
C  0.949  -3.288  -2.815
H  0.389  -3.286  -0.724
H  -1.731  0.478  2.376
H  1.410  -4.269  -2.784
H  3.915  2.108  1.708
H  0.204  -0.720  -4.889
H  -2.873  3.777  -2.193
H  -0.605  -0.485  3.688
H  -1.002  -1.895  2.446
H  -1.849  3.260  -4.433
H  0.209  -2.485  1.277
H  -2.603  2.109  -0.353
H  3.129  1.830  -0.578
H  3.688  1.815  4.055
H  -3.034  -0.704  1.996
H  0.315  -0.134  5.732
H  2.461  1.009  6.012
H  1.055  0.700  -1.061
H  1.307  -2.938  -4.917
H  -1.504  -3.061  1.176
H  -2.990  0.861  1.148
H  -0.619  1.128  -4.718

These are the Löwdin partial charges, in e, on atoms 1 to 2: 0.14 0.26

Record 5
DFT (ωB97M-V/def2-TZVPD) results for the molecule C19H21FN2O4S.

Its spin multiplicity is 1. The calculation puts the LUMO energy at 0.32 eV. As for the total charge: 0. The SMILES is O=C(NCCc1ccccc1)c1cc(S(=O)(=O)N2CCOCC2)ccc1F. For the HOMO energy, the calculation gives -9.136 eV. The value obtained for the energy above the lowest of the compared OMol25 structures with the same formula, charge and spin is 27.4 kJ/mol.

CARTESIAN COORDINATES (ANGSTROEM)
S  2.652  1.007  0.140
F  -1.917  -1.788  2.553
O  2.355  1.294  -1.234
O  -1.387  -2.245  -1.402
O  5.928  -0.324  -1.558
O  3.024  2.088  1.003
N  -3.055  -1.665  0.012
N  3.801  -0.203  0.311
C  5.897  0.695  -0.584
C  -3.446  1.257  -0.923
C  1.134  0.102  2.234
C  -1.763  -1.733  -0.369
C  1.243  0.162  0.857
C  -5.929  2.001  0.036
C  -4.123  -1.998  -0.904
C  -0.882  -1.148  1.972
C  0.307  -0.434  0.038
C  -5.789  0.831  -0.689
C  -4.547  0.447  -1.179
C  3.804  -1.185  -0.758
C  -4.826  2.798  0.289
C  -4.373  -0.855  -1.907
C  0.062  -0.563  2.801
C  5.139  0.236  0.664
C  4.624  -0.691  -1.954
C  -3.583  2.424  -0.193
C  -0.787  -1.099  0.585
H  -2.475  0.974  -1.305
H  5.402  1.591  -0.989
H  -3.515  -0.795  -2.577
H  4.239  -2.107  -0.358
H  -5.021  -2.199  -0.318
H  4.109  0.168  -2.406
H  0.409  -0.371  -1.034
H  4.743  -1.483  -2.696
H  -6.902  2.291  0.405
H  -6.653  0.211  -0.883
H  -0.059  -0.635  3.870
H  -2.717  3.042  -0.003
H  5.655  -0.607  1.133
H  -5.261  -1.093  -2.493
H  -4.935  3.710  0.857
H  -3.307  -1.116  0.818
H  5.036  1.055  1.374
H  6.938  0.924  -0.349
H  -3.829  -2.900  -1.447
H  1.883  0.587  2.838
H  2.772  -1.370  -1.052

These are the Löwdin partial charges, in e, on atoms 1 to 2: 0.68 0.08

Record 6
DFT (ωB97M-V/def2-TZVPD) results for a structure of composition C10H16IrN2P.

Its spin multiplicity is 6. The calculation puts the LUMO energy (spin up / spin down) at -2.41 / -5.80 eV. As for the total charge: +1. For the HOMO energy (spin up / spin down), the calculation gives -8.140 / -12.405 eV. The value obtained for the energy above the lowest of the compared OMol25 structures with the same formula, charge and spin is 0.0 kJ/mol.

CARTESIAN COORDINATES (ANGSTROEM)
Ir  0.369  0.542  0.357
P  -0.518  2.557  0.158
N  0.571  0.727  3.023
N  -0.095  -0.004  2.101
C  0.724  1.158  5.403
C  -1.011  -0.878  -2.007
C  -0.987  -0.831  2.769
C  -0.829  -0.543  4.128
C  1.182  -0.863  -0.969
C  0.145  0.446  4.258
C  0.667  -2.235  -1.145
C  0.052  0.061  -1.554
C  -0.625  -2.201  -1.739
C  -1.898  -1.816  2.136
H  0.267  3.681  0.537
H  2.238  -0.589  -1.115
H  -1.230  -3.081  -1.954
H  -1.374  -1.011  4.931
H  -1.697  2.755  0.923
H  -1.869  -1.767  1.041
H  1.316  0.473  6.020
H  1.295  1.397  2.756
H  0.351  0.927  -2.144
H  -2.927  -1.638  2.487
H  1.372  1.965  5.053
H  -1.900  -0.556  -2.535
H  -1.639  -2.837  2.465
H  -0.992  2.961  -1.118
H  -0.068  1.589  6.024
H  1.228  -3.139  -0.925

These are the Löwdin partial charges, in e, on atoms 1 to 2: 1.18 0.53

Max |F| for every record listed, in sequence, given in eV/Å: 1.388 2.200 0.441 2.502 0.981 3.763.